Here is a single C5H10O2 molecule from OMol25. Energies are from wB97M-V/def2-TZVPD.

```
17
Properties=species:S:1:pos:R:3:forces:R:3:nbo_charge:R:1
C -0.791807 -2.418060 0.888890 0.0 -0.3 0.2 -0.2466
O -0.756878 -1.335457 -0.004461 -0.1 0.0 0.0 -0.5416
C -0.139648 -0.202692 0.555321 0.1 0.2 0.1 -0.0536
C -0.104313 0.890795 -0.500169 0.0 0.0 0.0 -0.3571
C 0.578262 2.161544 0.002757 0.0 0.1 0.0 -0.6022
C 0.591422 0.386575 -1.753739 0.1 0.3 -0.3 0.4518
O 0.858030 1.104478 -2.688697 -0.1 -0.3 0.4 -0.5222
H 0.221641 -2.695761 1.217639 -0.1 0.0 -0.1 0.1652
H -1.244845 -3.260940 0.362616 0.1 0.1 0.1 0.1973
H -1.393324 -2.185280 1.781359 0.1 0.0 -0.1 0.1662
H 0.890287 -0.445889 0.878549 -0.1 0.0 -0.1 0.1606
H -0.688679 0.130899 1.451315 0.1 0.0 -0.1 0.1738
H -1.135911 1.125806 -0.798381 0.1 -0.1 0.0 0.2336
H 0.637866 2.896049 -0.803966 0.0 -0.1 0.1 0.2373
H 0.033223 2.597625 0.846069 0.1 -0.1 -0.1 0.2120
H 1.599701 1.942212 0.333915 -0.1 0.0 0.0 0.2054
H 0.844975 -0.691906 -1.769017 0.0 0.1 -0.1 0.1202
```
Positions in Å, forces in eV/Å.

E_HOMO, hartree: -0.3525
Total energy, eV: -9441.2545
Kohn-Sham gap, eV: 10.423
Energy relative to the best compared isomer or geometry (same formula, charge and spin), kJ/mol: 172.57
LUMO level, Ha: 0.030
Max |F|, eV/A: 0.488
Structure (SMILES): COC[C@@H](C)C=O

=====

Here is a single C5H10O2 molecule from OMol25. Energies are from wB97M-V/def2-TZVPD.

```
17
Properties=species:S:1:pos:R:3:forces:R:3:nbo_charge:R:1
C -1.996338 -0.493185 0.201925 0.0 0.0 -0.1 -0.6121
C -0.600764 0.070409 0.472355 -0.1 -0.1 0.1 -0.2497
C 0.336882 1.133135 -0.201558 -0.2 0.0 0.3 0.1048
O 0.345020 1.086019 -1.619201 -0.1 0.3 -0.2 -0.7322
C 1.514061 0.305431 0.389253 0.1 0.0 0.0 -0.4620
C 0.576596 -0.917672 0.391026 0.1 -0.1 0.5 0.1056
O 0.624143 -1.671826 -0.801320 0.1 0.0 -0.1 -0.7176
H -2.812343 0.132401 0.584730 0.3 0.1 -0.2 0.2084
H -2.040177 -1.421271 0.792385 0.0 0.1 -0.2 0.2142
H -2.205044 -0.770128 -0.834015 0.2 0.2 0.1 0.2238
H -0.619093 0.445633 1.502613 0.1 -0.2 0.1 0.1997
H 0.223605 2.167340 0.160477 0.0 -0.3 -0.2 0.1651
H 0.838272 1.855484 -1.935740 -0.1 -0.3 0.0 0.4752
H 1.771042 0.615945 1.406802 0.0 0.0 -0.2 0.2160
H 2.424257 0.215867 -0.213138 -0.1 0.1 0.0 0.2102
H 0.645555 -1.644160 1.205811 0.1 0.1 0.0 0.1711
H 0.974328 -1.109416 -1.502400 -0.2 0.0 0.0 0.4794
```
Positions in Å, forces in eV/Å.

E_HOMO, hartree: -0.3527
Total energy, eV: -9440.8668
Kohn-Sham gap, eV: 10.339
Energy relative to the best compared isomer or geometry (same formula, charge and spin), kJ/mol: 209.98
LUMO level, Ha: 0.027
Max |F|, eV/A: 0.477
Structure (SMILES): C[C@@H]1[C@H](O)C[C@@H]1O

=====

Here is a single C5H10O2 molecule from OMol25. Energies are from wB97M-V/def2-TZVPD.

```
17
Properties=species:S:1:pos:R:3:forces:R:3:nbo_charge:R:1
O 2.378934 -0.140420 1.138847 0.2 0.2 0.0 -0.7241
C 1.614281 -0.656113 0.059176 -0.2 -0.2 -0.3 -0.0503
C 0.139678 -0.392450 0.303846 0.0 0.0 0.0 -0.2692
C -0.282204 1.068748 0.147747 0.0 0.1 0.0 -0.4308
C -1.796217 0.938430 -0.005367 0.0 0.3 0.1 -0.0643
O -2.030740 -0.331144 -0.610968 -0.1 0.0 -0.1 -0.5337
C -0.820086 -1.068634 -0.674233 0.2 -0.2 0.0 -0.0601
H 2.974772 0.535199 0.803083 0.0 -0.1 0.1 0.4726
H 1.919412 -0.202346 -0.895915 -0.1 -0.1 0.1 0.1612
H 1.801560 -1.736166 -0.019111 0.0 0.1 0.0 0.1703
H -0.095372 -0.727709 1.322366 0.0 0.0 -0.1 0.2107
H 0.018726 1.699450 0.988755 -0.1 -0.1 -0.1 0.2262
H 0.158361 1.480478 -0.771451 0.0 -0.1 0.1 0.1953
H -2.236032 1.718634 -0.636829 0.1 -0.1 0.1 0.1821
H -2.296349 0.969772 0.972834 0.1 0.0 -0.1 0.1680
H -0.416447 -1.041779 -1.701031 0.0 0.0 0.1 0.1579
H -1.032278 -2.113947 -0.421742 0.0 0.2 0.0 0.1882
```
Positions in Å, forces in eV/Å.

E_HOMO, hartree: -0.3517
Total energy, eV: -9441.4803
Kohn-Sham gap, eV: 10.435
Energy relative to the best compared isomer or geometry (same formula, charge and spin), kJ/mol: 150.78
LUMO level, Ha: 0.032
Max |F|, eV/A: 0.404
Structure (SMILES): OC[C@H]1CCOC1

=====

Here is 2 unconnected molecules or ions with the total composition C5H10O2 from OMol25. Energies are from wB97M-V/def2-TZVPD.

```
17
Properties=species:S:1:pos:R:3:forces:R:3:nbo_charge:R:1
C -1.531565 -0.379160 0.982052 0.0 -0.3 0.2 -0.5527
C -0.445192 -0.775967 0.314279 -0.3 0.4 0.1 0.3666
O -0.579958 -1.631073 -0.729056 0.0 -0.1 -0.2 -0.6772
C 0.936762 -0.305874 0.676989 0.0 -0.2 0.1 -0.4782
C 1.996279 -0.313992 -0.418882 0.0 0.0 -0.1 -0.6250
H -1.427081 0.278284 1.836606 0.0 -0.1 -0.1 0.2117
H -2.519226 -0.747159 0.732226 0.1 0.0 0.0 0.2152
H 0.234320 -1.651205 -1.246034 0.0 0.0 0.1 0.4845
H 0.864491 0.694541 1.105150 -0.1 -0.1 0.0 0.2407
H 1.224970 -0.983214 1.480311 0.4 0.0 0.2 0.2246
H 2.962751 -0.051160 0.004057 0.0 0.0 0.1 0.2275
H 1.787060 0.402150 -1.213449 -0.1 0.0 0.0 0.2315
H 2.134829 -1.301315 -0.860308 0.0 -0.1 -0.1 0.1877
C -1.406513 1.669499 -0.650140 0.0 0.4 -0.3 0.2812
O -0.264408 2.060174 -0.716064 -0.3 0.0 0.0 -0.5681
H -1.833902 0.944484 -1.367366 0.2 0.1 0.0 0.1173
H -2.133619 2.090986 0.069630 0.1 0.0 0.0 0.1127
```
Positions in Å, forces in eV/Å.

E_HOMO, hartree: -0.3240
Total energy, eV: -9440.5515
Kohn-Sham gap, eV: 9.677
Energy relative to the best compared isomer or geometry (same formula, charge and spin), kJ/mol: 240.40
LUMO level, Ha: 0.032
Max |F|, eV/A: 0.520
Structure (SMILES): C=C(O)CC.C=O

=====

Here is 2 unconnected molecules or ions with the total composition C5H10O2 from OMol25. Energies are from wB97M-V/def2-TZVPD.

```
17
Properties=species:S:1:pos:R:3:forces:R:3:lowdin_spin:R:1
C 0.964184 1.607583 0.733639 0.8 0.1 1.3 0.0563
C 0.382085 0.957841 -0.478398 1.6 4.5 0.0 0.3421
C -0.399709 -0.111306 -0.447247 -3.6 -3.9 -0.2 0.1374
O -0.254756 -1.092366 0.467922 -0.8 0.1 -1.7 0.0523
C -1.544773 -0.463882 -1.337181 1.3 -1.8 0.9 0.0469
C -1.787533 -0.052276 -2.602639 -1.7 3.2 -1.1 0.2837
H 0.199149 1.471758 1.505974 0.5 -0.4 0.5 0.0105
H 1.977574 1.299412 1.078509 -0.8 -1.2 -0.1 0.0249
H 1.252646 2.671801 0.876685 -1.0 -0.1 -1.7 0.0024
H 0.324265 1.553698 -1.369831 0.1 0.1 -0.5 0.0141
H -0.164729 -0.765139 1.341956 0.9 0.5 1.9 0.0021
H -2.109739 -1.353832 -0.926696 0.9 0.8 -0.6 0.0076
H -1.764719 1.102894 -2.792487 1.0 -2.2 -0.1 0.0060
H -2.387576 -0.573267 -3.408870 0.7 0.3 1.5 0.0137
H 1.701270 -2.495524 3.130245 0.0 -0.8 0.4 0.0000
H 1.853059 -2.043655 1.630252 -0.1 0.6 2.7 0.0000
O 1.759300 -1.713742 2.598167 0.0 0.2 -3.2 0.0000
```
Positions in Å, forces in eV/Å.

E_HOMO (spin up / spin down), hartree: -0.5355 / -0.5461
Expectation value of S²: 0.791
Total energy, eV: -9431.0531
Kohn-Sham gap (spin up / spin down), eV: 9.285 / 7.127
Charge: +1
Spin multiplicity: 2
Energy relative to the best compared isomer or geometry (same formula, charge and spin), kJ/mol: 197.62
LUMO level (spin up / spin down), Ha: -0.194 / -0.284
Max |F|, eV/A: 5.365

=====

Here is a gas-phase ion, C5H10O2PS (charge -1) from OMol25. Energies are from wB97M-V/def2-TZVPD.

```
19
Properties=species:S:1:pos:R:3:forces:R:3:nbo_charge:R:1
C -0.671995 0.417263 0.948220 -0.7 -0.3 -3.6 -0.4204
C -1.050239 1.821365 0.329107 0.3 -0.6 0.9 -0.4153
C -0.957771 -0.669818 -0.131557 -2.5 1.4 -2.8 -0.4109
C -0.085795 2.247556 -0.702842 -0.5 -1.2 2.7 -0.8053
C 0.062437 -1.664990 -0.345633 1.5 -1.7 0.4 -0.7862
O 2.621657 -2.029540 -1.102062 1.3 -0.8 0.7 -0.9982
O 2.317186 -1.642608 1.503008 0.7 0.1 -0.1 -0.9445
P 1.400359 -0.998677 -1.471971 -0.3 0.7 1.4 0.8884
S 2.981025 -1.047627 0.315686 -1.3 -0.4 -1.1 1.0396
H 0.385558 0.402085 1.223020 -0.2 0.0 0.2 0.2014
H -1.344676 0.179854 1.719699 -0.5 -0.1 1.6 0.1851
H -2.068535 1.842033 -0.052264 -0.3 -0.4 -0.1 0.1733
H -1.111754 2.392098 1.257647 0.1 0.9 0.3 0.1417
H -1.963109 -1.217699 -0.033277 1.1 1.1 0.4 0.1811
H -0.976317 -0.283422 -1.279301 -0.8 0.6 2.5 0.1752
H -0.436065 2.644693 -1.572338 -0.3 1.1 -2.3 0.1648
H 0.896159 2.051739 -0.369211 1.4 0.2 -0.6 0.1588
H 0.409518 -1.939739 0.665688 0.5 -0.7 -0.8 0.2562
H -0.407645 -2.504566 -0.901617 0.6 0.0 0.4 0.2152
```
Positions in Å, forces in eV/Å.

E_HOMO (spin up / spin down), hartree: -0.0583 / -0.0165
Total energy, eV: -29561.9273
Kohn-Sham gap (spin up / spin down), eV: 4.618 / 3.012
Charge: -1
Energy relative to the best compared isomer or geometry (same formula, charge and spin), kJ/mol: 496.91
LUMO level (spin up / spin down), Ha: 0.111 / 0.094
Max |F|, eV/A: 4.025

=====

Here is 2 unconnected molecules or ions with the total composition C5H10O3 from OMol25. Energies are from wB97M-V/def2-TZVPD.

```
18
Properties=species:S:1:pos:R:3:forces:R:3:nbo_charge:R:1
C 2.172415 1.103701 1.873029 -0.4 -0.2 0.0 -0.4768
C 0.962584 0.545323 1.830628 0.8 0.4 -0.1 0.1155
O 0.082446 0.833636 0.825177 -0.1 0.0 0.2 -0.5420
C -1.267660 0.804251 1.285814 -0.3 0.0 -0.3 -0.2572
H 2.871352 0.866022 2.666528 -0.1 -0.1 -0.1 0.2128
H 2.480148 1.818251 1.116581 -0.1 0.0 0.1 0.2102
H 0.616314 -0.177821 2.558245 -0.1 -0.1 0.1 0.1758
H -1.895705 1.273476 0.522849 0.2 -0.1 0.1 0.2018
H -1.384900 1.368156 2.218203 0.1 -0.1 -0.1 0.1826
H -1.601207 -0.229613 1.422190 0.0 0.1 0.1 0.1814
C -0.725790 -0.837953 -3.101630 0.0 -0.3 0.6 -0.4892
C -1.048936 -1.197287 -1.854839 -0.1 0.0 -0.9 0.1056
O -0.234271 -1.795943 -0.926106 0.4 0.5 -0.5 -0.2766
O 1.121531 -1.333859 -1.179446 -0.6 -0.1 0.7 -0.4369
H 0.268382 -1.009865 -3.500326 -0.1 0.1 0.2 0.2213
H -1.460309 -0.377369 -3.752115 0.0 -0.1 0.2 0.2102
H -2.042614 -1.074544 -1.444021 -0.1 -0.1 0.0 0.1832
H 1.086221 -0.578561 -0.560760 0.3 0.0 -0.2 0.4782
```
Positions in Å, forces in eV/Å.

E_HOMO, hartree: -0.3384
Total energy, eV: -11484.6776
Kohn-Sham gap, eV: 10.137
Energy relative to the best compared isomer or geometry (same formula, charge and spin), kJ/mol: 531.55
LUMO level, Ha: 0.034
Max |F|, eV/A: 0.961
Structure (SMILES): C=COC.C=COO

=====

- Among the records above, which one has the lowest max |F|?
  number 3